Formula: C21H37Cl9O7
Source: OMol25
Level of theory: ωB97M-V/def2-TZVPD

ΔE to the lowest compared entry with this formula, charge and spin = 3.0 kcal per mole
HOMO-LUMO gap = 7.80 eV
LUMO = -1.69 eV
Highest occupied orbital energy = -9.49 eV

CARTESIAN COORDINATES (ANGSTROEM)
O: -1.89859 4.09931 3.20077
C: -1.46017 2.96822 3.28906
C: -1.94618 1.87363 2.46905
C: -1.39100 0.65724 2.55114
O: -1.80251 -0.38388 1.82326
C: -0.23151 0.32689 3.43853
O: 0.18143 -0.80746 3.55243
C: 0.32735 1.46391 4.17331
C: -0.27619 2.65751 4.16590
O: 0.11468 3.65616 4.94940
H: -2.78521 2.08348 1.81871
H: -1.27202 -1.15355 2.10140
H: 1.25040 1.34155 4.72549
H: -0.42279 4.45428 4.83195
Cl: -0.88881 -6.34097 -4.61560
C: -1.09585 -4.60140 -5.06819
Cl: -2.02457 -4.52970 -6.57189
Cl: 0.47617 -3.85028 -5.22969
H: -1.64575 -4.18934 -4.23355
Cl: 0.47804 -1.96728 0.10875
C: -0.31137 -1.59605 -1.41061
Cl: -0.68555 0.14554 -1.42875
Cl: -1.70941 -2.68280 -1.72230
H: 0.35524 -1.76404 -2.24616
Cl: 0.71167 1.52615 -6.67682
C: 1.35951 0.00049 -6.02288
Cl: 0.72003 -0.28215 -4.42483
Cl: 3.14429 0.05232 -5.99938
H: 1.07129 -0.82279 -6.66293
C: 4.07158 3.60327 2.65767
C: 2.75583 2.91542 2.43069
O: 2.26437 3.28162 1.15151
C: 0.94712 2.88035 0.86546
C: 0.78237 3.06574 -0.64234
H: 3.99408 4.69358 2.70898
H: 4.42981 3.36125 3.66357
H: 4.85362 3.42014 1.92236
H: 2.79451 1.81860 2.46576
H: 2.04075 3.22862 3.20492
H: 0.76534 1.84058 1.15877
H: 0.22642 3.51717 1.38837
H: 1.31409 2.27962 -1.18160
H: 1.25742 3.99947 -0.93593
H: -0.26179 3.00856 -0.94792
C: 3.68048 0.37766 -2.04049
C: 3.60903 0.34929 -0.54598
O: 4.46606 -0.67740 -0.05459
C: 4.54952 -0.72159 1.35714
C: 3.33293 -1.44784 1.94210
H: 4.68049 0.23705 -2.44202
H: 3.05694 -0.44526 -2.41328
H: 3.22449 1.27891 -2.45208
H: 3.95075 1.30366 -0.11677
H: 2.58663 0.21839 -0.17136
H: 5.47225 -1.26863 1.56110
H: 4.71053 0.24814 1.84541
H: 3.24962 -2.41697 1.45358
H: 2.38983 -0.92073 1.80983
H: 3.49726 -1.54722 3.01823
C: -4.24398 -0.16706 -1.07811
C: -4.46536 -1.16142 0.03374
O: -5.54642 -2.03337 -0.30945
C: -5.36796 -3.41921 -0.09830
C: -6.48788 -4.14025 -0.80529
H: -3.95532 -0.75602 -1.94945
H: -5.16260 0.39191 -1.24179
H: -3.39220 0.44444 -0.78363
H: -3.54214 -1.72925 0.17197
H: -4.81594 -0.72587 0.97466
H: -4.39293 -3.70330 -0.50832
H: -5.37687 -3.66862 0.96817
H: -6.56956 -3.81630 -1.83979
H: -7.43793 -4.11492 -0.27142
H: -6.27783 -5.21723 -0.80964


Formula: C21H37N2O8
Source: OMol25
Level of theory: ωB97M-V/def2-TZVPD

HOMO-LUMO gap = 9.45 eV
Charge = +1
LUMO = -3.24 eV
Highest occupied orbital energy = -12.68 eV

CARTESIAN COORDINATES (ANGSTROEM)
C: -6.80322 1.17657 0.40172
C: -6.29468 0.69280 1.80856
O: -5.85992 1.50143 2.57731
O: -6.36919 -0.68251 2.09681
C: -5.05155 -1.24739 1.97463
C: -4.77033 -1.84697 0.52502
C: -3.76970 -3.06396 0.53103
C: -2.24873 -2.66623 0.36948
C: -1.72913 -1.64524 1.46309
C: -1.38752 -0.20478 0.88737
N: -0.50148 -0.24369 -0.33365
C: -1.06884 0.39190 -1.54483
C: -0.29567 1.49349 -2.15064
C: -0.84354 2.09918 -3.35924
C: -2.09591 1.54446 -3.86617
N: -2.84021 0.54618 -3.32179
C: -2.30950 0.01033 -2.19714
H: -5.91974 1.15037 -0.29463
H: -7.58901 0.44068 0.07387
H: -7.27485 2.18290 0.47463
H: -4.30845 -0.41754 2.13558
H: -4.84163 -2.01017 2.77645
H: -5.76906 -2.26246 0.19819
H: -4.52323 -1.04236 -0.21561
H: -3.94087 -3.72590 1.41801
H: -4.01680 -3.69037 -0.37506
H: -1.98559 -2.35965 -0.68520
H: -1.66808 -3.62015 0.53612
H: -0.76601 -2.06270 1.88241
H: -2.41074 -1.51208 2.33628
H: -0.80979 0.30594 1.71063
H: -2.30522 0.42328 0.74739
H: -0.15375 -1.19842 -0.52571
H: 0.34339 0.29925 -0.09294
H: 0.66695 1.84840 -1.71918
H: -0.32679 2.92424 -3.90533
H: -2.49425 2.00343 -4.80763
H: -2.89262 -0.81699 -1.71523
C: 6.03157 5.49656 -2.47758
C: 5.35554 4.25976 -1.92093
O: 4.07195 4.04779 -2.53050
C: 4.09872 3.53502 -3.76561
O: 5.08071 3.23671 -4.39048
O: 2.83180 3.43453 -4.20054
C: 2.72200 2.99037 -5.55472
H: 5.37561 6.36505 -2.38629
H: 6.96283 5.69807 -1.94599
H: 6.26093 5.38023 -3.53735
H: 5.17199 4.39619 -0.85437
H: 5.98340 3.37311 -2.02995
H: 3.26433 2.05815 -5.71235
H: 3.08639 3.76468 -6.23034
H: 1.66736 2.81490 -5.76392
C: 5.05391 -4.49818 3.36236
C: 4.86689 -3.06926 2.89344
O: 3.47347 -2.73884 2.76935
C: 2.83522 -2.49530 3.91895
O: 3.31592 -2.52138 5.01875
O: 1.54643 -2.24008 3.63191
C: 0.72369 -2.05914 4.78569
H: 4.51592 -5.18898 2.70922
H: 6.11150 -4.76592 3.36736
H: 4.66043 -4.63992 4.36954
H: 5.30105 -2.95420 1.89953
H: 5.37246 -2.35937 3.55084
H: 1.13201 -1.29863 5.45094
H: 0.60936 -3.00722 5.31214
H: -0.25816 -1.72996 4.44628


Formula: C21H37N6O3Tl
Source: OMol25
Level of theory: ωB97M-V/def2-TZVPD

HOMO-LUMO gap (spin up / spin down) = 6.08 / 6.07 eV
LUMO (spin up / spin down) = -0.19 / -0.54 eV
Highest occupied orbital energy (spin up / spin down) = -6.26 / -6.61 eV

CARTESIAN COORDINATES (ANGSTROEM)
Tl: 1.31756 0.66587 0.50900
N: 5.44898 0.87333 2.81499
C: 4.22630 0.81027 2.22367
O: 4.11251 0.85771 1.01185
C: 3.06625 0.63236 3.19290
C: 1.73201 1.16923 2.73059
H: 6.26555 0.92488 2.23160
H: 5.55805 0.79486 3.80873
H: 3.36200 1.08652 4.14638
H: 2.99479 -0.44615 3.36382
H: 1.67298 2.25516 2.74029
H: 0.89904 0.71763 3.26445
N: -1.32936 1.24206 0.77716
C: -1.75497 2.57654 1.19557
C: -3.18480 2.96411 0.79881
C: -3.47624 2.82682 -0.68126
C: -3.00115 4.03504 -1.47780
N: -1.54750 4.11978 -1.56864
C: -0.77991 3.31979 -2.27099
N: -1.28561 2.63278 -3.31196
N: 0.51804 3.22651 -1.95758
C: -0.75007 3.66349 0.70943
O: -1.18333 4.83368 0.63753
O: 0.39637 3.27892 0.36240
H: -1.60880 1.03819 -0.17432
H: -1.71022 0.51000 1.36437
H: -1.71007 2.59561 2.28793
H: -3.35858 3.99587 1.10463
H: -3.88682 2.34000 1.35935
H: -4.55916 2.76387 -0.81477
H: -3.07538 1.90053 -1.10307
H: -3.32518 4.95126 -0.98825
H: -3.45340 4.03568 -2.47296
H: -1.12870 4.54529 -0.72607
H: -2.17153 2.90457 -3.69813
H: -0.66446 2.11859 -3.90982
H: 0.73843 3.30906 -0.95812
H: 1.08328 2.56327 -2.46236
C: 0.80770 -4.47200 2.68092
C: 1.71682 -4.05527 1.51642
C: 2.64036 -2.92474 1.96692
C: 0.88042 -3.85040 0.26489
C: 0.50826 -5.00737 -0.39819
C: -0.25638 -4.98926 -1.55602
C: -0.65741 -3.76379 -2.08608
C: -0.35471 -2.57809 -1.45615
C: -0.81742 -1.28556 -2.07257
C: -0.29007 -1.12663 -3.49892
C: -2.34433 -1.17162 -2.02932
C: 0.39690 -2.56523 -0.20159
N: 0.57427 -1.49095 0.54167
H: 1.40467 -4.73540 3.55743
H: 0.18746 -5.32960 2.41669
H: 0.14888 -3.64224 2.94859
H: 2.36314 -4.90785 1.28151
H: 2.06113 -2.06145 2.28504
H: 3.30321 -2.60100 1.16197
H: 3.25258 -3.28190 2.79962
H: 0.85696 -5.96148 -0.01382
H: -0.52524 -5.91367 -2.05098
H: -1.23674 -3.75401 -3.00461
H: -0.40395 -0.47674 -1.47019
H: -0.65606 -1.92034 -4.15326
H: 0.80136 -1.15470 -3.51132
H: -0.61521 -0.17483 -3.92398
H: -2.81042 -1.94135 -2.64893
H: -2.67608 -0.19499 -2.39716
H: -2.70701 -1.30053 -1.00790